Below is a 5-piece molecular cluster, C20H44O8 overall, with properties calculated with wB97M-V/def2-TZVPD.

Expectation value of S²: 0.76
Spin multiplicity: 2
Kohn-Sham gap (alpha / beta) in Eh: 0.3446 / 0.0764
Charge: +1

Geometry (Å):
C: -9.695 1.520 -24.726
C: -9.174 2.968 -24.478
O: -8.634 3.569 -25.670
C: -7.986 4.817 -25.537
C: -9.110 5.895 -25.634
H: -8.877 0.966 -25.188
H: -9.924 1.193 -23.712
H: -10.593 1.429 -25.337
H: -9.938 3.599 -24.024
H: -8.408 2.833 -23.715
H: -7.479 5.007 -24.590
H: -7.214 4.906 -26.301
H: -9.575 5.878 -26.620
H: -8.677 6.890 -25.528
H: -9.986 5.689 -25.019
C: -14.938 1.824 -18.359
C: -14.842 2.076 -19.846
O: -13.465 1.985 -20.129
C: -13.116 2.167 -21.526
C: -12.490 3.614 -21.527
H: -14.664 0.821 -18.032
H: -14.441 2.609 -17.788
H: -15.958 1.890 -17.980
H: -15.441 1.349 -20.394
H: -15.239 3.082 -19.986
H: -12.534 1.285 -21.792
H: -13.997 2.008 -22.147
H: -12.453 3.980 -22.553
H: -11.477 3.659 -21.129
H: -13.079 4.396 -21.047
O: -6.233 2.297 -30.390
C: -5.280 2.041 -29.632
O: -4.106 1.423 -29.875
C: -3.826 0.881 -31.137
C: -2.320 1.161 -31.462
C: -5.336 2.505 -28.161
H: -4.358 1.257 -32.010
H: -3.915 -0.204 -31.083
H: -2.107 0.828 -32.478
H: -1.805 0.700 -30.620
H: -2.209 2.237 -31.595
H: -4.583 3.279 -28.013
H: -5.158 1.588 -27.599
H: -6.311 2.904 -27.881
O: -10.968 -4.094 -23.618
C: -12.205 -4.257 -23.510
O: -13.074 -3.256 -23.697
C: -12.578 -1.966 -24.075
C: -12.814 -1.770 -25.621
C: -12.805 -5.523 -22.875
H: -11.517 -1.832 -23.864
H: -13.121 -1.207 -23.511
H: -12.486 -0.789 -25.964
H: -13.881 -1.865 -25.826
H: -12.377 -2.617 -26.151
H: -13.554 -5.222 -22.142
H: -11.983 -6.065 -22.407
H: -13.313 -6.087 -23.656
O: -7.031 9.622 -22.364
C: -6.960 8.529 -22.968
O: -6.823 8.390 -24.271
C: -6.507 9.480 -25.143
C: -6.598 8.949 -26.548
C: -7.077 7.192 -22.216
H: -5.479 9.752 -24.899
H: -7.131 10.368 -25.046
H: -5.806 8.205 -26.645
H: -6.469 9.692 -27.335
H: -7.540 8.442 -26.754
H: -6.148 6.622 -22.209
H: -7.568 6.512 -22.911
H: -7.511 7.167 -21.217

Mulliken atomic charge list, values in e, 5 entries: -1.206 -0.115 -0.211 0.028 -0.886